{
  "formula": "C27H26N4O3",
  "method": "wB97M-V/def2-TZVPD",
  "homo_energy_ev": -8.2,
  "orbital_gap_ev": 7.658,
  "smiles": "O=C1NC(=O)c2cc(COc3ccccc3)ccc21.c1cc[nH]c1.c1cc[nH]c1.c1cc[nH]c1",
  "e_lumo_ev": -0.54,
  "species": ["O", "C", "N", "C", "O", "C", "C", "C", "C", "O", "C", "C", "C", "C", "C", "C", "C", "C", "C", "H", "H", "H", "H", "H", "H", "H", "H", "H", "H", "H", "N", "C", "C", "C", "C", "H", "H", "H", "H", "H", "N", "C", "C", "C", "C", "H", "H", "H", "H", "H", "N", "C", "C", "C", "C", "H", "H", "H", "H", "H"],
  "positions_angstrom": [[-6.309, -0.283, -0.532], [-6.098, 0.056, 0.609], [-7.115, 0.636, 1.423], [-6.614, 0.972, 2.716], [-7.226, 1.485, 3.620], [-5.154, 0.588, 2.661], [-4.159, 0.723, 3.587], [-2.865, 0.334, 3.317], [-1.700, 0.485, 4.273], [-1.632, 1.726, 4.976], [-1.942, 2.829, 4.203], [-1.251, 3.174, 3.062], [-1.681, 4.279, 2.363], [-2.764, 5.016, 2.755], [-3.451, 4.675, 3.908], [-3.019, 3.576, 4.609], [-2.602, -0.242, 2.086], [-3.574, -0.400, 1.121], [-4.831, 0.040, 1.431], [-7.920, 0.040, 1.601], [-4.384, 1.169, 4.554], [-1.733, -0.346, 4.987], [-0.749, 0.359, 3.735], [-0.408, 2.565, 2.752], [-1.158, 4.561, 1.453], [-3.104, 5.869, 2.176], [-4.322, 5.239, 4.220], [-3.569, 3.313, 5.510], [-1.608, -0.598, 1.823], [-3.390, -0.844, 0.149], [-1.405, -2.541, -1.749], [-0.075, -2.394, -1.465], [0.373, -3.571, -0.923], [-0.731, -4.464, -0.884], [-1.810, -3.801, -1.402], [-1.992, -1.833, -2.151], [0.435, -1.467, -1.672], [1.380, -3.771, -0.592], [-0.730, -5.477, -0.518], [-2.829, -4.114, -1.552], [2.892, -2.415, -3.461], [2.342, -2.045, -4.657], [3.358, -1.912, -5.567], [4.570, -2.221, -4.894], [4.249, -2.529, -3.598], [2.378, -2.579, -2.615], [1.278, -1.907, -4.756], [3.245, -1.628, -6.600], [5.563, -2.217, -5.313], [4.866, -2.818, -2.764], [7.228, 1.271, -3.258], [8.560, 1.421, -2.977], [9.011, 0.248, -2.436], [7.909, -0.649, -2.393], [6.825, 0.011, -2.910], [6.638, 1.975, -3.659], [9.068, 2.348, -3.185], [10.018, 0.052, -2.109], [7.912, -1.662, -2.026], [5.807, -0.305, -3.058]],
  "atomic_forces_ev_per_a": [[0.50, -0.08, 0.87], [-0.16, -0.09, -0.59], [-0.28, -0.51, 1.41], [1.04, 0.33, -0.07], [0.29, -0.65, -0.74], [0.17, 0.04, -0.19], [-0.31, 0.83, 1.82], [0.73, -0.20, -0.42], [0.42, -0.13, -0.12], [-0.38, -0.40, 0.06], [0.01, -0.37, 0.26], [0.26, -0.54, 0.33], [0.79, 0.09, -1.17], [-0.82, 0.82, 0.08], [0.13, 0.19, -0.47], [-0.95, 0.26, 1.15], [0.72, -0.48, -0.65], [-0.26, -0.09, -0.43], [-1.75, 0.31, -0.53], [-0.45, 0.42, -0.96], [-0.01, -0.06, -0.12], [-0.03, 0.46, 0.29], [-0.30, -0.09, -0.18], [-0.03, 0.19, -0.12], [-0.01, -0.03, 0.11], [0.17, -0.10, -0.04], [0.10, -0.07, 0.07], [0.26, -0.24, -0.07], [0.01, 0.18, 0.28], [0.18, 0.02, 0.13], [0.02, -0.06, 0.01], [0.02, 0.15, 0.00], [0.05, 0.04, -0.03], [-0.03, -0.04, -0.01], [-0.05, 0.05, 0.02], [0.01, -0.03, -0.05], [-0.01, 0.01, 0.04], [-0.02, -0.01, 0.03], [0.00, 0.01, -0.01], [0.01, -0.02, 0.01], [0.08, 0.02, -0.04], [-0.05, 0.04, 0.05], [-0.05, 0.01, 0.00], [0.03, -0.02, 0.00], [-0.03, 0.00, 0.07], [-0.06, -0.10, -0.07], [0.01, -0.01, -0.02], [0.00, -0.01, 0.01], [0.00, 0.00, 0.02], [0.02, 0.00, -0.03], [0.09, -0.07, 0.02], [-0.03, 0.07, 0.00], [0.03, 0.01, -0.01], [-0.02, -0.01, -0.01], [-0.10, 0.06, 0.03], [0.00, -0.02, -0.02], [0.02, -0.02, 0.01], [-0.01, 0.00, -0.01], [0.00, 0.01, -0.01], [0.02, -0.03, -0.03]],
  "mulliken_charge": [-0.563, 0.189, -0.218, 0.180, -0.550, -0.183, 0.189, 0.863, -0.900, -0.485, 0.260, -0.288, -0.542, -0.428, -0.586, -0.042, -0.774, -1.250, 0.623, 0.271, 0.464, 0.424, 0.407, 0.406, 0.351, 0.387, 0.388, 0.411, 0.460, 0.525, 0.010, -0.668, -0.205, -0.564, -0.552, 0.212, 0.539, 0.454, 0.420, 0.407, 0.134, -0.207, -0.707, -0.311, -0.747, 0.146, 0.375, 0.394, 0.456, 0.423, -0.010, -0.469, -0.536, -0.277, -0.440, 0.192, 0.372, 0.386, 0.387, 0.395]
}

***

{
  "formula": "C27H26N6OS2Sn",
  "method": "wB97M-V/def2-TZVPD",
  "charge": 4,
  "homo_energy_ev": [-18.4, -18.4],
  "orbital_gap_ev": [4.300, 3.984],
  "e_lumo_ev": [-14.13, -14.45],
  "species": ["Sn", "N", "C", "C", "C", "C", "C", "C", "N", "C", "C", "C", "S", "C", "N", "H", "H", "H", "H", "H", "H", "H", "N", "S", "C", "C", "C", "C", "C", "C", "C", "C", "C", "C", "C", "C", "H", "H", "H", "H", "H", "H", "H", "H", "H", "H", "H", "N", "C", "N", "C", "C", "O", "C", "C", "H", "H", "H", "H", "H", "H", "H", "H"],
  "positions_angstrom": [[-0.046, -0.025, -0.284], [1.704, -4.268, -0.085], [2.947, -3.673, -0.082], [4.226, -4.171, -0.071], [5.249, -3.222, -0.082], [5.002, -1.811, -0.084], [3.735, -1.313, -0.096], [2.680, -2.256, -0.099], [1.345, -2.061, -0.115], [0.778, -3.292, -0.105], [-0.643, -3.415, -0.109], [-1.427, -4.547, -0.085], [-3.067, -4.144, -0.142], [-2.643, -2.478, -0.185], [-1.366, -2.236, -0.158], [1.536, -5.265, -0.104], [4.445, -5.230, -0.062], [6.277, -3.566, -0.093], [5.850, -1.138, -0.084], [3.526, -0.252, -0.115], [-1.114, -5.581, -0.044], [-3.395, -1.703, -0.234], [-0.133, -0.086, 1.929], [0.644, 0.773, 3.082], [1.292, -0.464, 4.227], [0.431, -1.281, 4.943], [0.985, -2.210, 5.812], [2.366, -2.309, 5.939], [3.211, -1.481, 5.214], [2.671, -0.549, 4.335], [-0.646, 1.509, 4.092], [-1.914, 1.709, 3.561], [-2.880, 2.323, 4.344], [-2.571, 2.739, 5.633], [-1.287, 2.563, 6.140], [-0.317, 1.940, 5.372], [-0.894, -0.644, 2.309], [-0.646, -1.185, 4.866], [0.328, -2.837, 6.400], [2.787, -3.046, 6.611], [4.284, -1.551, 5.324], [3.321, 0.103, 3.765], [-2.139, 1.395, 2.550], [-3.875, 2.476, 3.949], [-3.336, 3.190, 6.250], [-1.050, 2.892, 7.142], [0.675, 1.777, 5.775], [0.201, 2.782, 0.003], [0.055, 3.924, 0.122], [-0.145, 5.224, 0.270], [-1.107, 5.930, -0.549], [-0.446, 7.218, -1.158], [0.195, 7.943, -0.165], [1.182, 7.268, 0.538], [0.540, 6.026, 1.254], [-1.941, 6.267, 0.073], [-1.476, 5.296, -1.352], [-1.221, 7.850, -1.587], [0.251, 6.914, -1.950], [1.590, 7.946, 1.285], [1.987, 6.922, -0.120], [-0.183, 6.419, 1.972], [1.310, 5.457, 1.769]],
  "atomic_forces_ev_per_a": [[-0.18, -0.81, 0.99], [-0.04, -0.04, -0.01], [0.37, 0.10, 0.02], [-0.20, -0.16, -0.02], [0.03, -0.23, 0.00], [-0.19, 0.41, -0.02], [0.21, -0.03, -0.02], [-0.42, -0.12, 0.00], [0.50, 0.15, -0.05], [-0.10, 0.03, 0.05], [-0.25, -0.17, 0.01], [0.13, 0.02, -0.05], [0.13, 0.21, 0.00], [-0.10, -0.16, 0.00], [0.21, 0.45, 0.05], [-0.05, 0.01, 0.01], [0.02, 0.00, -0.01], [0.01, 0.01, 0.02], [0.02, -0.04, -0.02], [0.08, 0.01, 0.01], [-0.01, 0.00, -0.01], [-0.05, -0.04, -0.01], [-0.27, 0.14, -1.18], [-0.04, -0.65, 0.60], [-0.06, 0.59, -0.55], [0.01, -0.12, 0.23], [-0.21, 0.11, -0.16], [0.13, -0.13, 0.08], [-0.07, 0.03, -0.18], [0.14, -0.05, 0.09], [-0.08, 0.16, -0.16], [0.20, -0.03, -0.13], [-0.03, 0.06, 0.12], [0.00, -0.04, -0.06], [-0.12, -0.06, -0.02], [0.20, -0.04, -0.01], [0.11, -0.13, 0.08], [0.01, 0.05, 0.01], [0.06, -0.06, 0.01], [-0.01, 0.06, 0.06], [-0.01, -0.03, 0.06], [-0.04, 0.06, 0.03], [-0.07, 0.00, 0.02], [-0.01, -0.03, 0.02], [0.02, 0.05, -0.01], [0.02, -0.01, 0.00], [-0.01, 0.01, 0.02], [-0.01, 0.62, 0.24], [0.33, -0.62, -0.17], [-0.32, 0.91, -0.01], [-0.29, -0.34, 0.28], [0.38, 0.41, -0.65], [-0.31, -0.42, 0.34], [0.60, 0.40, -0.39], [-0.26, -0.33, 0.30], [0.07, 0.08, 0.00], [0.03, 0.01, -0.01], [-0.05, -0.04, 0.08], [0.04, -0.11, 0.15], [-0.11, -0.03, 0.07], [-0.13, -0.10, -0.03], [0.02, 0.04, -0.03], [0.02, -0.02, -0.06]],
  "mulliken_charge": [1.061, 0.037, 0.754, -1.003, -0.454, -0.719, -0.746, 0.906, 0.002, 0.366, -0.404, -0.286, 0.067, -0.236, 0.059, 0.284, 0.491, 0.464, 0.476, 0.437, 0.372, 0.431, -0.305, 0.318, 0.533, -0.300, -0.750, -0.492, -0.699, -0.305, 0.576, -0.382, -0.644, -0.532, -0.659, -0.439, 0.263, 0.399, 0.459, 0.457, 0.465, 0.470, 0.410, 0.445, 0.449, 0.450, 0.468, -0.264, 0.228, 0.039, -0.459, -0.445, -0.166, -0.487, -0.416, 0.308, 0.441, 0.364, 0.355, 0.371, 0.364, 0.298, 0.455]
}

***

{
  "formula": "C27H27B2ClF4N4O4RuS3",
  "method": "wB97M-V/def2-TZVPD",
  "charge": -1,
  "homo_energy_ev": [-3.5, -5.3],
  "orbital_gap_ev": [5.646, 6.393],
  "s2": 8.79,
  "spin_multiplicity": 6,
  "e_lumo_ev": [2.11, 1.07],
  "species": ["Ru", "C", "N", "C", "C", "N", "B", "N", "C", "C", "N", "C", "C", "S", "C", "S", "H", "H", "H", "H", "H", "H", "H", "H", "H", "H", "H", "H", "F", "B", "F", "F", "F", "C", "C", "C", "C", "Cl", "C", "C", "C", "O", "C", "C", "O", "O", "H", "H", "H", "H", "H", "H", "H", "H", "C", "C", "O", "S", "C", "C", "C", "C", "C", "C", "C", "C", "H", "H", "H", "H", "H", "H", "H"],
  "positions_angstrom": [[1.738, 1.197, 0.306], [-0.271, 2.200, 3.732], [0.990, 1.582, 4.199], [1.157, 0.707, 5.263], [2.338, 0.091, 5.120], [2.992, 0.580, 3.968], [4.360, -0.049, 3.509], [4.794, 0.106, 2.002], [6.118, 0.534, 1.611], [6.174, 0.534, 0.274], [4.946, 0.140, -0.201], [4.552, -0.079, -1.601], [4.103, -0.088, 0.845], [2.494, -0.779, 0.585], [2.161, 1.504, 3.409], [2.430, 2.479, 2.042], [-0.763, 2.662, 4.628], [-0.967, 1.476, 3.236], [-0.061, 2.985, 3.007], [0.375, 0.634, 6.058], [2.762, -0.696, 5.686], [4.380, -1.237, 3.760], [5.218, 0.416, 4.193], [6.849, 0.789, 2.353], [6.988, 0.735, -0.407], [3.874, 0.666, -2.053], [4.072, -1.077, -1.665], [5.426, -0.114, -2.267], [-1.735, 3.984, -0.529], [-0.544, 4.039, 0.280], [0.482, 4.692, -0.438], [-0.769, 4.737, 1.427], [-0.233, 2.636, 0.541], [-2.942, 1.601, -1.517], [-2.193, 0.905, -2.593], [-2.724, -0.205, -3.214], [-1.992, -0.946, -4.159], [-2.554, -2.479, -4.546], [-0.740, -0.475, -4.527], [-0.124, 0.562, -3.858], [-0.876, 1.300, -2.936], [-0.477, 2.414, -2.280], [0.728, 3.079, -2.763], [2.004, 2.279, -2.355], [2.726, 1.809, -3.207], [2.365, 2.391, -1.102], [-3.637, 2.307, -1.984], [-2.309, 2.273, -0.951], [-3.408, 0.848, -0.888], [-3.658, -0.644, -2.857], [-0.234, -0.939, -5.381], [0.916, 0.847, -4.011], [0.760, 4.052, -2.243], [0.652, 3.264, -3.848], [-6.047, -5.229, -2.229], [-5.582, -4.260, -1.110], [-5.652, -3.036, -1.261], [-4.932, -4.942, 0.417], [-3.738, -3.763, 0.711], [-4.102, -2.421, 0.979], [-3.143, -1.433, 1.041], [-1.740, -1.769, 0.918], [-1.386, -3.148, 0.792], [-2.356, -4.126, 0.702], [-0.683, -0.801, 0.833], [0.228, 0.009, 0.637], [-7.123, -5.173, -2.317], [-5.809, -6.296, -2.102], [-5.668, -4.815, -3.183], [-5.190, -2.207, 1.038], [-3.344, -0.373, 1.209], [-0.296, -3.304, 0.703], [-2.149, -5.141, 0.568]],
  "atomic_forces_ev_per_a": [[-1.69, 3.16, -0.59], [-0.50, 0.07, 0.88], [1.50, -0.37, -1.33], [-1.59, 0.56, 0.32], [0.64, 0.45, -1.19], [-1.85, 0.38, -0.01], [0.53, -0.53, -0.04], [0.86, 1.18, -1.04], [-2.05, -0.60, 1.14], [0.06, -0.12, -0.74], [-0.53, 0.20, -0.55], [0.08, -0.77, -0.56], [0.72, -1.16, 0.06], [3.86, -3.72, 1.25], [-0.94, -1.12, 1.85], [1.03, 1.53, 1.38], [0.33, -0.44, -0.83], [0.84, 0.36, 0.52], [0.14, -0.06, 0.10], [0.94, -0.08, -0.99], [0.39, -0.36, 0.42], [-0.55, 0.01, -0.01], [0.40, 0.46, 0.00], [-0.01, 0.00, 0.06], [-0.12, 0.09, 0.17], [0.31, -0.16, 0.74], [0.21, 0.56, 0.06], [0.04, 0.08, 0.57], [0.79, 0.81, 0.83], [-0.76, -0.31, -1.64], [-0.12, -0.40, 0.40], [-0.17, 0.01, 1.06], [-0.12, 1.21, 0.12], [0.08, 0.54, -0.26], [0.71, -0.29, -0.46], [0.27, -1.05, 0.08], [0.49, 2.44, 1.33], [-0.56, -1.50, -1.00], [0.17, -1.17, -0.93], [-0.31, 1.32, 0.51], [-0.71, -0.35, 0.08], [1.47, 0.53, -0.65], [-0.61, -0.49, 0.61], [-0.03, 2.13, -0.50], [0.19, -0.55, -0.49], [0.22, 0.26, -1.45], [-0.48, -0.32, 0.19], [0.09, -0.48, 0.21], [-0.41, 0.22, 0.06], [0.10, 0.33, -0.11], [0.06, -0.16, 0.59], [-0.35, -0.17, -0.47], [-0.08, -0.70, -0.21], [0.24, -0.51, 0.31], [0.26, 0.45, 0.23], [-0.51, 2.11, -1.11], [0.10, -2.82, -0.06], [-0.87, -1.45, -0.52], [2.23, 1.95, 1.13], [-0.74, -0.67, -0.37], [2.22, 0.23, 0.19], [-1.16, -0.95, -0.13], [0.45, 1.44, 0.04], [-1.79, 1.61, -0.11], [0.12, 0.48, -0.11], [-4.01, -1.61, 0.36], [-0.43, 0.19, 0.14], [0.32, 0.56, 0.11], [0.07, -0.35, 0.54], [1.05, 0.08, 0.05], [-0.33, -0.40, -0.13], [-0.79, -0.46, 0.11], [0.61, -1.35, -0.24]],
  "lowdin_spin": [3.239, 0.004, 0.026, 0.010, 0.010, 0.027, 0.012, 0.053, 0.024, 0.014, 0.057, 0.009, 0.059, 0.341, 0.046, 0.269, 0.000, 0.001, 0.002, 0.001, 0.001, 0.003, 0.001, 0.002, 0.001, 0.001, 0.007, 0.000, 0.002, 0.005, 0.000, 0.002, 0.068, 0.000, 0.000, 0.000, 0.000, 0.000, 0.000, 0.001, 0.002, 0.008, 0.002, 0.034, 0.030, 0.213, 0.000, 0.000, 0.000, 0.000, 0.000, 0.000, 0.000, 0.000, 0.001, 0.003, 0.000, 0.006, 0.028, -0.004, 0.025, 0.011, 0.027, -0.005, 0.178, 0.141, 0.000, 0.000, 0.000, -0.001, 0.001, 0.002, -0.001]
}

***

no.,largest force on an atom (eV Å⁻¹)
1,2.02
2,1.29
3,5.50